This record from the OMol25 dataset describes C32H37N4O10P2S2W as an isolated structure. The level of theory is the ωB97M-V functional and the def2-TZVPD basis.

Geometry (Å):
W  -0.380  0.378  -0.446
O  0.867  1.220  -2.541
C  2.045  1.923  -2.225
C  2.933  2.275  -3.218
C  4.088  2.944  -2.843
C  4.304  3.234  -1.503
C  3.378  2.882  -0.527
C  2.208  2.229  -0.890
C  1.133  1.885  0.081
N  -0.161  2.305  -0.134
C  -0.963  3.057  0.833
C  -1.707  2.048  1.705
N  -2.001  0.886  0.855
C  -3.127  0.268  0.984
C  -3.533  -0.881  0.249
C  -4.901  -1.206  0.174
C  -5.323  -2.266  -0.590
C  -4.370  -3.038  -1.263
C  -3.016  -2.766  -1.164
C  -2.585  -1.686  -0.408
O  -1.273  -1.449  -0.215
H  3.317  2.151  -5.103
H  4.816  3.231  -3.591
H  5.208  3.755  -1.220
H  3.557  3.138  0.509
H  1.471  1.875  1.116
H  -1.656  3.706  0.299
H  -0.310  3.690  1.431
H  -2.625  2.458  2.129
H  -1.071  1.721  2.530
H  -3.843  0.683  1.694
H  -5.620  -0.603  0.718
H  -6.372  -2.511  -0.664
H  -4.696  -3.877  -1.863
H  -2.294  -3.395  -1.669
C  1.741  -2.497  -4.225
C  1.961  -1.389  -3.197
O  3.207  -0.746  -3.294
P  1.716  -1.981  -1.468
O  0.615  -3.059  -1.292
O  3.091  -2.631  -1.159
O  1.424  -0.729  -0.653
P  0.618  -0.143  -3.329
O  0.230  0.148  -4.799
O  2.609  1.905  -4.493
O  -0.500  -0.715  -2.494
H  2.446  -3.309  -4.036
H  1.916  -2.112  -5.229
H  0.732  -2.907  -4.170
H  3.911  -1.406  -3.372
H  -0.218  -2.644  -0.927
H  3.183  -3.188  -0.362
H  0.883  0.664  -5.307
O  0.091  -0.257  1.477
S  1.404  -0.307  2.325
C  0.768  -0.274  3.970
C  1.601  0.278  4.933
C  1.178  0.279  6.255
C  -0.061  -0.251  6.584
C  -0.889  -0.787  5.600
C  -0.478  -0.808  4.280
C  1.976  -1.976  2.139
C  1.094  -3.045  2.037
C  1.613  -4.319  1.885
C  2.994  -4.513  1.854
C  3.863  -3.434  1.967
C  3.353  -2.147  2.101
H  2.562  0.699  4.662
H  1.813  0.700  7.022
H  -0.389  -0.246  7.614
H  -1.852  -1.198  5.870
H  -1.108  -1.227  3.506
H  0.024  -2.880  2.061
H  0.948  -5.168  1.803
H  3.392  -5.515  1.755
H  4.934  -3.591  1.955
H  4.020  -1.296  2.171
C  -4.709  4.016  -0.646
N  -3.968  2.787  -0.925
C  -2.916  2.716  -1.717
N  -2.459  3.800  -2.317
S  -2.191  1.163  -2.110
H  -5.534  3.783  0.020
H  -5.123  4.440  -1.563
H  -4.064  4.750  -0.160
H  -4.356  1.905  -0.629
H  -2.937  4.689  -2.284
H  -1.656  3.715  -2.920

Energy relative to the best compared isomer or geometry (same formula, charge and spin)   23.54 kcal/mol
Charge   +3
Highest occupied orbital energy   -15.9 eV


This record from the OMol25 dataset describes C32H38Br3N2O7PRuSSi as an isolated structure. The level of theory is the ωB97M-V functional and the def2-TZVPD basis.

Geometry (Å):
Ru  -0.658  0.562  -0.062
Br  -5.300  -0.124  1.676
C  -4.734  0.483  -0.014
C  -5.689  0.723  -1.015
C  -5.314  1.172  -2.247
Br  -6.647  1.496  -3.556
C  -3.948  1.384  -2.551
C  -3.451  1.826  -3.798
C  -2.107  1.970  -3.986
C  -1.230  1.651  -2.935
N  -1.664  1.240  -1.773
C  -3.005  1.121  -1.539
C  -3.388  0.697  -0.222
O  -2.477  0.497  0.701
H  -6.733  0.551  -0.793
H  -4.147  2.047  -4.595
H  -1.705  2.314  -4.928
H  -0.157  1.730  -3.048
C  3.993  1.044  4.974
Si  3.862  0.637  3.152
C  4.169  2.172  2.135
C  5.093  -0.702  2.707
C  2.137  -0.063  2.853
C  1.635  -1.046  3.703
C  0.370  -1.603  3.541
C  -0.406  -1.167  2.486
N  0.060  -0.234  1.667
C  1.274  0.315  1.827
S  1.394  1.499  0.564
H  4.956  1.511  5.189
H  3.910  0.154  5.599
H  3.206  1.739  5.274
H  5.116  2.619  2.446
H  3.385  2.917  2.280
H  4.237  1.951  1.069
H  6.115  -0.393  2.936
H  5.041  -0.935  1.642
H  4.888  -1.620  3.260
H  2.245  -1.388  4.533
H  -0.005  -2.353  4.221
H  -1.408  -1.523  2.284
Br  -0.395  7.352  4.520
C  -1.089  6.423  3.017
C  -1.856  7.113  2.092
C  -2.357  6.429  0.994
C  -2.082  5.082  0.820
C  -1.317  4.405  1.762
C  -0.822  5.075  2.873
C  -1.024  2.935  1.633
O  -0.755  2.266  2.609
O  -1.063  2.526  0.390
H  -2.059  8.166  2.231
H  -2.964  6.958  0.270
H  -2.457  4.546  -0.041
H  -0.247  4.529  3.608
C  0.150  -4.667  1.182
C  -0.022  -4.302  -0.282
C  -1.487  -4.332  -0.686
C  0.815  -5.200  -1.176
O  0.533  -2.949  -0.390
P  0.008  -1.782  -1.299
O  -1.390  -1.323  -0.910
O  0.890  -0.563  -1.080
O  0.065  -2.312  -2.778
C  1.173  -2.160  -3.731
C  1.169  -0.732  -4.247
C  0.835  -3.144  -4.838
C  2.495  -2.506  -3.065
H  -0.153  -5.703  1.346
H  -0.465  -4.021  1.807
H  1.191  -4.552  1.481
H  -1.854  -5.355  -0.590
H  -1.620  -4.024  -1.724
H  -2.086  -3.682  -0.049
H  0.487  -6.236  -1.073
H  1.867  -5.138  -0.899
H  0.703  -4.907  -2.220
H  0.200  -0.494  -4.687
H  1.936  -0.620  -5.015
H  1.384  -0.038  -3.436
H  -0.156  -2.933  -5.239
H  0.851  -4.167  -4.462
H  1.565  -3.060  -5.644
H  2.701  -1.834  -2.231
H  3.298  -2.400  -3.795
H  2.493  -3.534  -2.705

Energy relative to the best compared isomer or geometry (same formula, charge and spin)   0.00 kcal/mol
Highest occupied orbital energy   -7.9 eV


Result set for frontier orbital gap: 7.20, 7.18 eV, one per record in the order listed.